1.
{
  "formula": "C2H8PS2",
  "method": "ωB97M-V/def2-TZVPD",
  "e_homo_ev": -14.230,
  "total_charge": 1,
  "orbital_gap_ev": 8.846,
  "de_lowest_kcal_mol": 41.94,
  "symbols": ["C", "C", "P", "S", "S", "H", "H", "H", "H", "H", "H", "H", "H"],
  "positions_angstrom": [[1.8276, 0.6505, -0.8676], [-0.5488, -0.7333, 1.3903], [-0.5186, 0.0243, -0.2914], [-1.1771, -1.4016, -1.6430], [-1.8388, 1.6506, -0.3603], [2.3901, -0.2397, -0.9385], [2.1450, 1.3746, -0.1917], [1.6599, 0.8102, -1.8786], [0.2744, -1.5403, 1.3941], [-1.6383, -0.8362, 1.5871], [-0.2407, -0.0189, 2.2615], [-2.0878, -1.8607, -0.7758], [-0.7871, 2.2732, -0.8835]],
  "forces_ev_per_a": [[-2.9, -2.1, 0.0], [1.3, 1.4, 1.0], [2.5, 0.5, 0.4], [0.5, 0.0, 0.0], [0.7, -0.5, 0.2], [0.4, -1.4, 1.1], [0.1, 1.3, 1.0], [-0.7, 1.5, -1.7], [-2.1, 0.6, 0.1], [0.8, -1.2, 0.0], [-0.3, -0.7, -1.9], [-0.2, -0.1, 0.1], [0.0, 0.7, -0.2]],
  "nbo_charge": [-0.452, -0.992, 0.861, -0.148, -0.136, 0.223, 0.225, 0.214, 0.295, 0.273, 0.296, 0.170, 0.170]
}

2.
{
  "formula": "C5H7N3O2",
  "method": "ωB97M-V/def2-TZVPD",
  "smiles": "C=C1C=NC=N1.NC(=O)O",
  "e_homo_ev": -9.888,
  "total_charge": 0,
  "orbital_gap_ev": 8.641,
  "de_lowest_kcal_mol": 49.61,
  "symbols": ["C", "C", "C", "C", "C", "N", "N", "N", "O", "O", "H", "H", "H", "H", "H", "H", "H"],
  "positions_angstrom": [[1.0135, 0.4351, 1.3697], [1.9958, 1.0481, -0.4170], [-2.2658, 0.1891, -0.2621], [0.7111, -1.9919, 0.4050], [1.1409, -0.6861, 0.3830], [1.4787, 1.4833, 0.7682], [1.7284, -0.2062, -0.7469], [-1.2005, 0.1124, -1.1458], [-2.8712, -0.7988, 0.0204], [-2.3699, 1.3072, 0.3399], [0.6980, 0.4715, 2.4473], [2.5030, 1.7851, -0.9736], [0.8668, -2.7747, -0.3051], [0.1194, -2.4424, 1.1167], [-1.6038, 1.9584, 0.2319], [-1.1049, -0.7309, -1.5767], [-0.8397, 0.8409, -1.6551]],
  "forces_ev_per_a": [[-0.2, -0.4, 0.0], [-1.2, -1.9, -1.1], [2.9, -2.4, -1.9], [1.0, 2.0, -0.2], [-1.5, -3.0, 1.1], [0.0, 0.4, 2.1], [2.1, 2.4, -0.4], [-1.4, 0.6, 1.8], [-1.4, -0.7, 0.4], [0.2, 4.6, 1.9], [0.0, -0.3, -1.4], [0.6, 0.3, -1.1], [0.6, 0.4, -1.3], [-1.1, -0.1, 2.4], [-1.4, -1.6, -0.1], [0.2, -2.7, -1.2], [0.7, 2.2, -1.0]],
  "nbo_charge": [0.071, 0.205, 0.883, -0.191, 0.019, -0.478, -0.450, -0.861, -0.624, -0.670, 0.226, 0.191, 0.209, 0.197, 0.506, 0.390, 0.379]
}

3.
{
  "formula": "C11H20AlClIN2O2P",
  "method": "ωB97M-V/def2-TZVPD",
  "e_homo_ev": -15.576,
  "total_charge": 2,
  "orbital_gap_ev": 7.443,
  "de_lowest_kcal_mol": 0.00,
  "symbols": ["C", "C", "H", "H", "H", "O", "I", "Al", "P", "C", "C", "H", "H", "H", "C", "H", "H", "H", "H", "H", "H", "C", "O", "Cl", "C", "C", "C", "C", "N", "N", "C", "H", "H", "H", "H", "H", "H", "H", "H"],
  "positions_angstrom": [[-3.4561, 1.8514, -4.4290], [-3.6566, 0.6020, -3.7053], [-4.1953, 1.9316, -5.2549], [-2.4217, 1.8779, -4.8262], [-3.5829, 2.6845, -3.7174], [-4.1542, -0.4535, -3.8523], [-2.6676, 0.9108, -1.1845], [-0.3129, 0.6263, -0.2022], [1.0387, -1.0125, -1.2544], [1.0738, -2.7491, -0.7390], [0.6565, -1.0452, -3.0297], [2.8248, 0.5839, -0.9268], [3.2675, -0.6668, -2.1163], [3.2913, -1.0506, -0.3664], [2.7744, -0.4878, -1.1532], [0.4135, -0.0335, -3.3798], [1.5474, -1.4081, -3.5608], [1.7991, -3.3055, -1.3523], [0.0791, -3.1990, -0.8409], [-0.1964, -1.7061, -3.2292], [1.3769, -2.8042, 0.3151], [-1.4263, -1.2794, 0.2452], [-2.1532, -2.1629, 0.4292], [0.6129, 2.5225, -0.5178], [2.8067, 0.7567, 4.1600], [1.5119, 0.6159, 3.4612], [0.1959, 0.6737, 3.9131], [-0.6367, 0.5770, 2.7940], [0.1442, 0.4485, 1.6995], [1.4338, 0.4594, 2.1409], [-2.1007, 0.6398, 2.7377], [2.9609, 1.7971, 4.4780], [2.8522, 0.1309, 5.0586], [3.6539, 0.4713, 3.5254], [-0.1255, 0.7897, 4.9313], [2.2439, 0.4134, 1.5187], [-2.5128, 0.1070, 3.6038], [-2.4445, 1.6808, 2.8099], [-2.5160, 0.2122, 1.8170]],
  "forces_ev_per_a": [[0.4, 1.3, 0.4], [-2.7, -4.7, -2.1], [0.3, -0.4, 0.5], [-0.4, -0.1, 0.3], [0.1, -0.2, -0.4], [2.3, 4.2, 1.5], [-0.8, 0.5, -0.6], [0.8, 0.2, 1.0], [0.9, -0.1, -0.8], [-0.2, -0.1, 0.3], [0.0, 0.1, -0.2], [0.1, -0.2, -0.2], [0.0, 0.0, 0.3], [-0.1, 0.1, -0.2], [0.2, 0.3, 0.1], [0.1, -0.2, 0.0], [-0.4, 0.0, 0.0], [-0.2, 0.2, 0.2], [0.3, 0.0, 0.0], [0.2, 0.1, 0.0], [-0.1, -0.1, -0.2], [-3.4, -4.0, 1.3], [2.9, 3.1, -0.7], [-0.1, -0.3, -0.3], [0.6, -0.1, 0.4], [-0.7, 0.1, 0.2], [-0.1, 0.0, 0.0], [1.6, 0.0, 0.3], [-0.2, -0.2, -0.4], [0.5, 0.1, -0.6], [-0.8, 0.1, 0.2], [-0.1, -0.2, -0.1], [-0.1, 0.1, -0.2], [-0.2, 0.1, 0.0], [0.0, 0.0, 0.1], [-0.7, 0.1, 0.1], [0.0, 0.1, -0.3], [0.1, -0.2, 0.0], [0.0, 0.1, 0.3]],
  "nbo_charge": [-0.786, 0.844, 0.326, 0.316, 0.307, -0.293, -0.150, 1.185, 0.873, -0.942, -0.937, 0.269, 0.277, 0.260, -0.954, 0.257, 0.270, 0.282, 0.259, 0.260, 0.264, 0.496, -0.438, -0.493, -0.668, 0.264, -0.311, 0.240, -0.514, -0.319, -0.663, 0.270, 0.267, 0.235, 0.262, 0.431, 0.272, 0.268, 0.212]
}

4.
{
  "formula": "C2H8BNO2",
  "method": "ωB97M-V/def2-TZVPD",
  "smiles": "[NH3+][O-].CCB=O",
  "e_homo_ev": -8.789,
  "total_charge": 0,
  "orbital_gap_ev": 9.182,
  "de_lowest_kcal_mol": 114.10,
  "symbols": ["B", "C", "C", "N", "O", "O", "H", "H", "H", "H", "H", "H", "H", "H"],
  "positions_angstrom": [[-0.5721, 1.4783, -0.1802], [-2.0538, -0.5104, 0.7431], [-1.0601, -0.0855, -0.4047], [2.5483, 0.5295, -0.1130], [-0.0311, 2.4925, 0.0731], [2.2567, -0.7046, -0.2075], [-2.9311, 0.0617, 0.6970], [-2.1654, -1.5727, 0.6562], [-1.5405, -0.5246, 1.6521], [-0.2190, -0.7524, -0.5351], [-1.6587, -0.1426, -1.3278], [3.0087, 0.8990, 0.8272], [1.7948, 1.3164, -0.3602], [3.4633, 0.8420, -0.6006]],
  "forces_ev_per_a": [[-1.5, -5.3, -0.9], [2.4, -0.9, -1.8], [-1.4, 2.2, 0.3], [2.8, 5.7, 1.0], [1.3, 2.8, 0.5], [-1.0, -2.2, -0.1], [-1.2, 0.5, 0.3], [-1.0, -0.6, -0.6], [0.6, 1.0, 1.8], [0.4, 0.1, 0.3], [0.4, 0.2, 0.1], [-1.8, -1.0, -0.6], [1.5, -1.8, 0.5], [-1.5, -0.6, -0.7]],
  "nbo_charge": [1.065, -0.594, -0.782, -0.323, -0.850, -0.678, 0.210, 0.216, 0.212, 0.286, 0.237, 0.312, 0.370, 0.321]
}

5.
{
  "formula": "C31H60F3O29",
  "method": "ωB97M-V/def2-TZVPD",
  "e_homo_ev": -3.274,
  "total_charge": -1,
  "orbital_gap_ev": 5.022,
  "de_lowest_kcal_mol": 149.76,
  "symbols": ["C", "O", "O", "C", "F", "F", "F", "C", "C", "H", "H", "H", "H", "H", "H", "C", "O", "C", "O", "O", "C", "H", "H", "H", "H", "H", "H", "C", "O", "C", "O", "O", "C", "H", "H", "H", "H", "H", "H", "C", "O", "C", "O", "O", "C", "H", "H", "H", "H", "H", "H", "C", "O", "C", "O", "O", "C", "H", "H", "H", "H", "H", "H", "C", "O", "C", "O", "O", "C", "H", "H", "H", "H", "H", "H", "C", "O", "C", "O", "O", "C", "H", "H", "H", "H", "H", "H", "C", "O", "C", "O", "O", "C", "H", "H", "H", "H", "H", "H", "C", "O", "C", "O", "O", "C", "H", "H", "H", "H", "H", "H", "C", "O", "C", "O", "O", "C", "H", "H", "H", "H", "H", "H"],
  "positions_angstrom": [[2.8763, -0.4302, 0.1041], [1.8858, -0.9476, -0.7820], [3.9094, -1.3571, 0.0164], [3.2357, 1.0758, -0.2107], [2.1152, 1.8163, -0.0031], [4.3257, 1.6943, 0.3339], [3.2559, 1.1476, -1.4959], [0.5113, -0.6619, -0.4879], [-0.3777, -1.3239, -1.4410], [-0.2090, -0.9682, -2.4574], [-0.3064, -2.4108, -1.4009], [-1.4138, -1.0896, -1.1964], [0.2957, 0.4007, -0.5998], [0.1566, -0.9092, 0.5126], [2.3817, -0.4780, 1.0743], [-4.7939, 2.1680, 1.7395], [-3.6945, 1.4049, 2.1662], [-2.9381, 1.7689, 3.2001], [-3.0536, 2.7644, 3.8382], [-1.9207, 0.8460, 3.2262], [-0.7463, 1.1513, 3.9711], [-5.1636, 1.8373, 0.7690], [-4.4444, 3.1953, 1.6361], [-5.5676, 2.2848, 2.4983], [-0.0156, 0.3798, 4.2137], [-0.9935, 1.6504, 4.9081], [-0.2929, 1.9909, 3.4442], [5.6611, 3.8076, -4.6653], [6.3191, 4.3354, -3.4590], [7.3638, 3.6933, -2.8230], [7.7469, 2.5844, -3.0406], [8.0601, 4.5257, -1.9258], [7.4735, 5.7774, -1.4844], [4.9021, 3.0488, -4.4749], [6.3339, 3.4361, -5.4382], [5.0295, 4.5994, -5.0681], [7.0540, 6.4351, -2.2456], [8.1805, 6.3879, -0.9227], [6.7159, 5.6777, -0.7071], [-8.3328, -6.0311, -3.9786], [-7.0433, -6.2366, -3.3310], [-6.7246, -5.4777, -2.3186], [-7.4274, -4.5740, -1.8044], [-5.5503, -5.8594, -1.8524], [-4.9677, -5.1213, -0.7140], [-8.2973, -6.5044, -4.9598], [-8.5671, -4.9841, -4.1710], [-9.1126, -6.4861, -3.3679], [-5.2536, -4.1129, -0.4148], [-3.9456, -5.0050, -1.0745], [-4.9047, -5.7271, 0.1899], [0.0300, 5.9791, 2.1080], [-0.2765, 7.1341, 2.8692], [-1.3442, 7.8599, 2.5660], [-2.2606, 7.6390, 1.7615], [-1.4004, 8.8994, 3.4289], [-2.4454, 9.8618, 3.3021], [0.1339, 6.2331, 1.0531], [-0.7626, 5.2319, 2.1468], [0.9858, 5.5461, 2.4029], [-3.2972, 9.4885, 2.7336], [-2.1494, 10.7895, 2.8123], [-2.7979, 10.1098, 4.3033], [5.8982, 0.4437, 5.0788], [6.1976, 1.7130, 5.5510], [5.3740, 2.7133, 5.6105], [4.1242, 2.6535, 5.3599], [6.1191, 3.7629, 5.8140], [5.5945, 5.0549, 6.1232], [5.3414, 0.6173, 4.1580], [5.3405, -0.0824, 5.8536], [6.7795, -0.1714, 4.8970], [6.4407, 5.7379, 6.1987], [5.0363, 5.1040, 7.0581], [4.9752, 5.3712, 5.2838], [2.2228, 7.6748, -3.0485], [1.2326, 6.7478, -2.5083], [0.6046, 5.9466, -3.3835], [0.8474, 5.8713, -4.5964], [-0.3180, 5.2842, -2.6500], [-0.9331, 4.1123, -3.1586], [3.1635, 7.1276, -3.1096], [2.3639, 8.6551, -2.5932], [1.9273, 8.0058, -4.0441], [-0.2530, 3.2684, -3.2739], [-1.5702, 4.2017, -4.0385], [-1.6328, 3.8308, -2.3717], [-5.3755, -1.9203, -4.9808], [-4.8702, -2.9259, -5.8830], [-5.6806, -3.6120, -6.6520], [-6.9717, -3.4243, -6.7680], [-4.8736, -4.5606, -7.3599], [-5.4959, -5.4564, -8.2298], [-4.7256, -1.8793, -4.1068], [-6.3944, -1.9867, -4.5992], [-5.2919, -0.8671, -5.2491], [-6.2540, -4.9667, -8.8410], [-5.9247, -6.3185, -7.7189], [-4.6872, -5.8196, -8.8640], [3.3214, -7.3022, 7.1164], [3.1818, -6.6912, 5.8166], [2.2767, -5.8201, 5.5859], [1.3970, -5.3776, 6.3754], [2.3525, -5.5533, 4.2855], [1.5371, -4.5096, 3.6732], [4.1405, -8.0134, 7.2224], [2.3945, -7.7705, 7.4476], [3.3657, -6.5236, 7.8780], [0.5815, -4.7716, 3.2191], [2.0645, -3.9960, 2.8694], [1.3908, -3.6885, 4.3750], [-0.9653, -8.5413, 1.3929], [-1.1251, -8.4498, -0.0608], [-0.5217, -7.5584, -0.8718], [0.2639, -6.6902, -0.5106], [-1.0237, -7.6447, -2.1296], [-1.0812, -6.5308, -3.0844], [-0.3549, -9.3825, 1.7212], [-1.9480, -8.7171, 1.8305], [-0.5763, -7.6216, 1.8299], [-1.4791, -6.8917, -4.0329], [-0.0719, -6.1554, -3.2531], [-1.5979, -5.6672, -2.6658]],
  "forces_ev_per_a": [[3.3, -3.9, 1.2], [-2.2, 0.8, -0.6], [-1.3, 3.0, 0.5], [-1.4, -1.8, 0.2], [-0.5, 1.4, 2.1], [-1.2, -0.7, -0.3], [2.2, 0.4, -3.5], [1.1, 1.2, 0.2], [-1.0, -1.0, -1.1], [0.1, -0.2, -0.1], [0.2, -0.1, -0.2], [-0.2, 0.1, 0.1], [0.2, 0.4, 0.2], [0.6, -0.3, 0.6], [-0.2, 0.6, 0.9], [0.2, 2.0, 0.6], [-0.1, -1.6, -0.3], [1.6, -1.0, -1.4], [-0.1, 0.5, 0.9], [-1.0, -0.4, 0.3], [-0.1, 2.6, 0.7], [0.2, -0.4, 0.4], [0.0, 0.2, -0.4], [-0.2, -0.7, 0.0], [-0.7, -0.5, -0.8], [-0.4, -0.4, 0.3], [0.7, -0.3, -0.3], [-0.3, -0.2, 0.5], [0.5, -0.1, 0.1], [0.0, 0.8, -0.5], [-0.3, 0.7, 0.1], [-1.7, 0.1, -0.8], [-0.3, 0.4, 0.6], [0.5, -0.4, 0.7], [0.3, 0.2, 0.4], [0.6, 0.5, 0.2], [0.2, -0.5, -0.4], [0.9, -0.5, -0.5], [-0.4, -0.8, -0.3], [0.1, 0.1, 0.1], [-0.7, -0.3, -1.4], [-2.1, 2.8, 2.6], [1.6, -2.2, -1.6], [0.3, 0.8, 1.1], [1.6, -0.4, -0.6], [0.3, -0.3, 0.3], [0.3, 0.1, 0.4], [0.1, 0.1, 0.0], [-1.1, -0.2, -0.8], [0.1, 0.0, 0.2], [-0.5, -0.3, -0.3], [-0.3, -0.6, -1.4], [0.0, 0.7, 0.3], [-2.9, -0.1, -0.7], [2.6, 0.0, 1.2], [0.7, 0.1, -0.1], [-0.8, -0.1, -0.1], [0.0, 0.2, -0.1], [0.0, 0.1, 0.4], [-0.2, 0.3, 0.5], [0.2, -0.3, 0.0], [0.6, -0.2, 0.0], [0.2, -0.1, 0.0], [-1.5, -0.7, -0.4], [2.5, 0.2, 1.0], [-5.1, -0.8, -2.1], [4.2, 0.6, 1.3], [0.8, 1.5, 1.1], [-0.4, 0.1, -0.7], [-0.2, -0.8, 0.0], [-0.5, -0.1, -0.3], [0.3, 0.7, 0.0], [0.1, -0.3, 0.0], [-0.1, -0.4, -0.1], [-0.2, 0.1, 0.2], [-0.1, -0.6, -1.4], [0.3, 1.3, 0.0], [0.4, -0.1, -1.7], [-0.9, -0.1, 2.9], [0.8, 0.5, -0.9], [-0.9, -0.9, 0.4], [0.0, 0.2, 0.0], [-0.5, -0.6, 1.3], [0.0, -0.6, -0.3], [0.3, 0.3, -0.1], [0.5, 0.6, -0.3], [0.1, 0.0, 0.1], [0.0, 1.0, 1.4], [-0.2, 0.5, 0.3], [-4.4, -0.5, -1.8], [6.4, -1.4, 0.4], [-1.4, 2.9, 2.5], [-0.4, -0.4, -0.8], [0.2, -0.9, 0.0], [0.0, -1.0, -0.6], [0.1, -0.2, -1.5], [0.0, 0.0, 0.1], [-0.1, 0.1, 0.2], [-0.1, 0.0, -0.1], [-1.4, 1.0, 1.0], [2.6, -2.5, 1.2], [-4.8, 2.4, 1.0], [2.8, -1.2, -1.9], [-0.5, 0.8, -1.2], [0.4, 1.3, 0.5], [0.0, 0.4, -0.8], [-0.2, -0.4, -0.7], [0.7, 0.2, -0.1], [0.1, -0.9, 0.6], [0.7, -0.8, 0.0], [-0.3, -0.4, 0.4], [0.1, 0.7, -0.4], [-0.2, -0.8, -0.2], [0.6, 2.9, 0.7], [-1.1, -1.6, -0.5], [-0.7, -0.8, 0.2], [1.6, 0.1, 1.2], [0.3, 0.0, -0.6], [-0.2, 0.1, -0.5], [0.2, 0.0, -0.3], [-0.2, -0.2, 0.5], [0.1, -0.2, -0.1], [-0.5, -0.3, 0.0]],
  "lowdin_charge": [-0.503, -0.090, -0.270, -0.574, 0.070, 0.112, 0.154, -0.314, -0.112, 0.076, 0.072, 0.066, 0.100, 0.111, 0.113, -0.054, -0.007, -0.586, 0.146, -0.018, -0.046, 0.096, 0.091, 0.095, 0.099, 0.084, 0.094, -0.016, -0.053, -0.513, 0.155, -0.020, -0.070, 0.092, 0.092, 0.082, 0.082, 0.081, 0.087, -0.009, 0.012, -0.615, 0.059, 0.012, -0.003, 0.089, 0.093, 0.095, 0.094, 0.080, 0.091, -0.029, 0.012, -0.555, 0.084, -0.011, -0.054, 0.095, 0.096, 0.101, 0.086, 0.089, 0.090, -0.035, 0.001, -0.591, 0.057, 0.007, -0.028, 0.111, 0.098, 0.097, 0.090, 0.096, 0.096, -0.025, -0.006, -0.550, 0.087, -0.007, -0.051, 0.093, 0.087, 0.084, 0.102, 0.092, 0.090, -0.028, 0.024, -0.432, 0.017, -0.042, -0.091, 0.091, 0.096, 0.091, 0.093, 0.092, 0.094, -0.018, 0.029, -0.618, 0.057, 0.010, -0.013, 0.094, 0.091, 0.092, 0.088, 0.098, 0.088, -0.012, -0.019, -0.559, 0.107, -0.036, -0.007, 0.087, 0.085, 0.086, 0.091, 0.090, 0.086]
}